Entry 1:
ORCA calculation (ωB97M-V/def2-TZVPD) on a structure of composition C14H29ClInO4 in a non-equilibrium geometry.

The value obtained for the energy is -1502.13027 a.u. For the orbital gap, the calculation gives 7.515 eV. As for the net charge: -1. As for the highest occupied orbital energy: -4.9 eV.

Cartesian coordinates (Å):
C 3.6885 1.5475 -3.3185
C 4.0615 0.3398 -4.1303
O 4.0545 0.3419 -5.3573
O 4.5249 -0.7530 -3.4709
C 3.9499 -1.0710 -2.1986
C 2.6147 -1.8017 -2.3107
C 1.6363 -1.5078 -1.1762
C 1.2924 -0.0414 -0.9415
In -0.1174 0.7996 -2.4494
Cl -1.1582 2.7685 -1.3092
H 2.7150 1.4444 -2.8549
H 4.4282 1.7144 -2.5381
H 3.6926 2.4055 -3.9739
H 3.8910 -0.2077 -1.5452
H 4.6688 -1.7461 -1.7454
H 2.8401 -2.8662 -2.2636
H 2.1764 -1.6339 -3.2907
H 1.9606 -2.0100 -0.2649
H 0.7030 -2.0024 -1.4482
H 0.7685 0.0274 0.0082
H 2.1699 0.5965 -0.8467
H 0.6645 1.4426 -3.8982
H -1.4164 -0.3660 -2.7672
C -6.6457 2.9347 0.9643
C -5.7210 3.2968 -0.1955
C -4.3591 2.8744 0.3408
O -4.6118 1.7629 1.2179
C -6.0064 1.6487 1.4715
H -7.6886 2.8024 0.6750
H -6.6006 3.7080 1.7355
H -5.9768 2.7057 -1.0779
H -5.7548 4.3501 -0.4704
H -3.8951 3.6773 0.9230
H -3.6635 2.5795 -0.4439
H -6.3932 0.7763 0.9299
H -6.1651 1.4881 2.5404
C 2.3415 -2.9959 3.9245
C 0.8672 -2.8176 4.2776
C 0.5100 -1.5712 3.4776
O 1.3367 -1.5896 2.3151
C 2.3562 -2.5752 2.4602
H 2.7114 -4.0095 4.0756
H 2.9554 -2.3157 4.5198
H 0.2901 -3.6738 3.9206
H 0.6802 -2.7020 5.3446
H 0.7254 -0.6597 4.0462
H -0.5351 -1.5452 3.1691
H 2.1233 -3.4213 1.8033
H 3.3101 -2.1488 2.1466

Cartesian forces (eV/Å) of the 2 atoms listed first:
C 0.4 -0.1 0.1
C 0.1 0.1 -1.9

How is the electron density shared among the atoms? According to Löwdin, the charges in e are:
1 C -0.010
2 C -0.504
3 O 0.072
4 O -0.014
5 C -0.185
6 C -0.173
7 C -0.315
8 C -0.334
9 In 0.220
10 Cl -0.212
11 H 0.008
12 H 0.090
13 H 0.088
14 H 0.096
15 H 0.120
16 H 0.104
17 H 0.116
18 H 0.074
19 H 0.086
20 H 0.020
21 H 0.010
22 H -0.110
23 H -0.126
24 C -0.184
25 C -0.173
26 C -0.209
27 O -0.139
28 C -0.227
29 H 0.103
30 H 0.108
31 H 0.113
32 H 0.108
33 H 0.117
34 H 0.043
35 H 0.113
36 H 0.110
37 C -0.176
38 C -0.175
39 C -0.199
40 O -0.142
41 C -0.219
42 H 0.107
43 H 0.111
44 H 0.111
45 H 0.107
46 H 0.118
47 H 0.121
48 H 0.115
49 H 0.118



Entry 2:
ORCA calculation (ωB97M-V/def2-TZVPD) on a cluster of 9 separate species, C25H53Cl2N6O11 in total in a non-equilibrium geometry.

The calculation puts the energy relative to the best compared isomer or geometry (same formula, charge and spin) at 0.0 kcal per mole. The value obtained for the energy is -3061.20582 a.u. For the orbital gap, the calculation gives 9.173 eV. As for the net charge: -1. As for the highest occupied orbital energy: -7.3 eV.

Cartesian coordinates (Å):
C -0.5423 0.8922 0.4667
C 0.3281 -0.3116 0.0924
O 0.4269 -1.2730 0.9024
O 1.0095 -0.2113 -0.9618
H -1.5611 0.5642 0.7004
H -0.6974 1.5570 -0.3838
H -0.1527 1.3784 1.3581
C -3.3704 4.2363 -1.7226
C -2.9539 2.9442 -2.4083
O -3.5859 1.9155 -1.6260
C -4.4295 2.4961 -0.7621
O -5.0127 1.8821 0.0721
O -4.5401 3.8094 -0.9942
H -3.7274 5.0106 -2.3953
H -2.6299 4.6184 -1.0233
H -1.8873 2.7453 -2.5291
H -3.2843 2.8684 -3.4487
C -1.8181 7.5358 1.1167
C -1.6240 6.0418 1.2448
O -2.5444 5.2541 1.2951
N -0.3211 5.6696 1.3518
C 0.1282 4.2799 1.4030
H -2.3224 7.7276 0.1626
H -0.9022 8.1087 1.1983
H -2.6199 7.8499 1.7877
H 0.4051 6.3512 1.2353
H -0.6712 3.6273 1.7478
H 0.8419 4.2370 2.2260
H 0.4784 3.9570 0.4260
C 0.9867 -3.4578 4.1946
C 0.4839 -2.1100 4.7095
O 0.4033 -1.9097 5.9170
N 0.1690 -1.2130 3.7766
C -0.3519 0.0965 4.1205
H 1.3629 -4.0277 5.0350
H 1.7148 -3.2654 3.4033
H 0.1824 -4.0137 3.7072
H 0.1783 -1.3946 2.7742
H -1.0095 0.4698 3.3350
H 0.4777 0.7988 4.2285
H -0.9572 0.0771 5.0243
C 1.5706 2.7691 -2.6296
C 0.4845 2.2294 -3.5358
O -0.0318 2.9668 -4.3751
N 0.1434 0.9353 -3.4083
C -0.9166 0.3603 -4.2018
H 1.1766 3.3653 -1.8119
H 2.2001 3.3278 -3.3204
H 2.1656 1.9474 -2.2276
H 0.4385 0.4960 -2.5307
H -0.8895 -0.7177 -4.0470
H -0.9006 0.6782 -5.2387
H -1.8892 0.6873 -3.8049
C 2.8640 -1.4571 -3.6940
C 1.8664 -2.6034 -3.6511
O 1.7799 -3.3623 -4.6085
N 1.1373 -2.6723 -2.5200
C 0.1574 -3.7236 -2.3311
H 2.6153 -0.8563 -4.5774
H 3.8885 -1.7901 -3.8383
H 2.7541 -0.7159 -2.8999
H 1.0781 -1.8792 -1.8871
H 0.1385 -3.8393 -1.2408
H 0.5012 -4.6965 -2.6747
H -0.8658 -3.5285 -2.6539
C -2.1326 -3.8289 1.8789
C -3.0200 -3.2353 0.8054
O -4.0616 -3.7653 0.4565
N -2.5756 -2.0686 0.2631
C -3.2702 -1.3277 -0.7422
H -2.6955 -4.1937 2.7312
H -1.4521 -3.0786 2.2961
H -1.4800 -4.5467 1.3794
H -1.6701 -1.7777 0.6049
H -2.9942 -0.2689 -0.6888
H -4.3499 -1.3886 -0.7218
H -2.8402 -1.4660 -1.7473
C 3.5053 -2.6682 0.4178
C 3.1358 -4.0706 0.7751
O 4.0081 -4.9281 0.9267
N 1.8242 -4.3846 0.7397
C 1.2538 -5.6914 0.8889
H 2.6371 -2.0714 0.1147
H 4.2723 -2.4701 -0.3217
H 3.7614 -2.1862 1.3705
H 1.1727 -3.6151 0.6441
H 0.6914 -5.9712 -0.0105
H 0.5681 -5.7582 1.7341
H 2.0024 -6.4781 0.9422
Cl 2.9292 1.9178 3.3376
C 3.0785 0.5727 2.1723
C 3.2971 1.1068 0.7668
Cl 4.8540 1.9549 0.6431
H 2.2256 -0.0753 2.3641
H 3.9372 -0.0505 2.4258
H 2.5396 1.8094 0.4332
H 3.3218 0.2704 0.0712

Cartesian forces (eV/Å) of the 2 atoms listed first:
C -0.9 -0.7 -0.3
C 0.8 0.5 0.3

How is the electron density shared among the atoms? According to Löwdin, the charges in e are:
1 C 0.013
2 C -0.673
3 O -0.075
4 O -0.090
5 H 0.071
6 H 0.069
7 H 0.060
8 C -0.083
9 C -0.106
10 O 0.041
11 C -0.600
12 O 0.161
13 O 0.067
14 H 0.132
15 H 0.106
16 H 0.100
17 H 0.131
18 C -0.002
19 C -0.567
20 O 0.047
21 N 0.006
22 C -0.059
23 H 0.085
24 H 0.070
25 H 0.086
26 H 0.122
27 H 0.077
28 H 0.076
29 H 0.067
30 C 0.012
31 C -0.563
32 O 0.020
33 N 0.013
34 C -0.066
35 H 0.080
36 H 0.069
37 H 0.059
38 H 0.074
39 H 0.072
40 H 0.046
41 H 0.085
42 C 0.012
43 C -0.578
44 O 0.003
45 N 0.025
46 C -0.053
47 H 0.064
48 H 0.086
49 H 0.064
50 H 0.076
51 H 0.080
52 H 0.087
53 H 0.069
54 C -0.005
55 C -0.560
56 O 0.021
57 N 0.032
58 C -0.064
59 H 0.079
60 H 0.078
61 H 0.052
62 H 0.074
63 H 0.052
64 H 0.086
65 H 0.081
66 C 0.007
67 C -0.545
68 O 0.031
69 N 0.024
70 C -0.067
71 H 0.089
72 H 0.050
73 H 0.070
74 H 0.080
75 H 0.047
76 H 0.095
77 H 0.081
78 C 0.002
79 C -0.544
80 O 0.017
81 N 0.014
82 C -0.079
83 H 0.043
84 H 0.092
85 H 0.078
86 H 0.094
87 H 0.078
88 H 0.068
89 H 0.084
90 Cl 0.557
91 C -0.642
92 C -0.672
93 Cl 0.549
94 H 0.043
95 H 0.065
96 H 0.048
97 H 0.052



Entry 3:
ORCA calculation (ωB97M-V/def2-TZVPD) on an isolated molecule of C21H20F2N4O2 in a non-equilibrium geometry.

The value obtained for the energy is -1381.43366 a.u. For the orbital gap, the calculation gives 8.277 eV. As for the highest occupied orbital energy: -7.8 eV.

Cartesian coordinates (Å):
O -0.5763 -3.8948 2.3490
C -0.2640 -2.7791 2.0305
C 1.1386 -2.3951 2.0206
C 2.0754 -2.6877 2.9911
N 3.2747 -2.0195 2.7536
C 3.0637 -1.3065 1.6487
C 3.9650 -0.4285 0.9010
C 3.4366 0.2262 -0.2348
C 2.0545 -0.0006 -0.7100
N 1.5323 0.6737 -1.8289
C 2.4400 1.1634 -2.8950
C 1.6263 0.9563 -4.1444
C 0.2303 1.3189 -3.6588
C 0.1339 0.5840 -2.3111
C -0.9055 1.1482 -1.4534
C -0.6056 2.2226 -0.6309
C -1.5341 2.8034 0.2166
F -1.1423 3.8790 0.9420
C -2.8247 2.3079 0.2496
C -3.1734 1.2472 -0.6106
C -2.2321 0.6720 -1.4803
F -2.5602 -0.4034 -2.2767
C 1.2935 -0.9139 -0.0087
N 1.7836 -1.5413 1.1389
N -1.2243 -1.8218 1.6772
C -2.6486 -1.9874 2.0017
C -2.6114 -0.5415 2.5472
O -2.8204 -0.4574 3.9537
C -1.1570 -0.4253 2.1381
H 1.8592 -3.3401 3.8381
H 4.9803 -0.1777 1.2117
H 4.1003 0.9544 -0.6307
H 2.5943 2.2107 -2.7178
H 3.3782 0.6371 -2.9293
H 1.6500 -0.0989 -4.4513
H 1.9266 1.5658 -4.9734
H -0.5065 0.9425 -4.3936
H 0.1016 2.3927 -3.4945
H -0.0658 -0.4841 -2.4524
H 0.4128 2.6710 -0.6486
H -3.5829 2.7307 0.9053
H -4.2157 0.8596 -0.6356
H 0.3084 -1.1871 -0.3338
H -3.2950 -2.1329 1.1595
H -2.9406 -2.7755 2.7310
H -3.2465 0.1981 2.0058
H -3.7505 -0.6096 4.1763
H -0.9928 0.2788 1.3261
H -0.4838 -0.2343 2.9912

Cartesian forces (eV/Å) of the 2 atoms listed first:
O -0.5 -1.1 0.3
C -1.0 0.7 -0.6

How is the electron density shared among the atoms? According to Löwdin, the charges in e are:
1 O 0.103
2 C -0.414
3 C -0.142
4 C -0.046
5 N 0.097
6 C -0.284
7 C 0.038
8 C 0.005
9 C -0.177
10 N -0.059
11 C -0.151
12 C -0.163
13 C -0.110
14 C -0.258
15 C -0.145
16 C 0.042
17 C -0.269
18 F 0.065
19 C -0.020
20 C -0.006
21 C -0.181
22 F 0.051
23 C 0.028
24 N 0.055
25 N -0.012
26 C -0.059
27 C -0.322
28 O -0.022
29 C -0.068
30 H 0.122
31 H 0.109
32 H 0.085
33 H 0.115
34 H 0.115
35 H 0.128
36 H 0.108
37 H 0.132
38 H 0.128
39 H 0.153
40 H 0.153
41 H 0.124
42 H 0.134
43 H 0.116
44 H 0.104
45 H 0.135
46 H 0.127
47 H 0.099
48 H 0.090
49 H 0.147



Entry 4:
ORCA calculation (ωB97M-V/def2-TZVPD) on a structure of composition CH8Na6O7 in a non-equilibrium geometry.

The calculation puts the energy relative to the best compared isomer or geometry (same formula, charge and spin) at 10.5 kcal per mole. The value obtained for the energy is -1542.13267 a.u. For the orbital gap, the calculation gives 6.992 eV. As for the net charge: +4. As for the highest occupied orbital energy: -22.3 eV.

Cartesian coordinates (Å):
Na -0.4000 -3.1416 2.8906
Na 0.4959 -3.4843 -0.3199
Na -2.6362 0.0654 2.6734
Na 0.1469 1.0123 -2.0873
Na 0.6696 0.6348 2.8005
Na -2.4375 -2.3464 -0.1079
C -0.2085 -0.4969 0.4325
O 0.2200 0.6940 0.4490
O -0.8190 -1.0279 1.4491
O -0.1689 -1.1504 -0.6711
O -1.2999 -3.5733 -2.4448
H -0.5814 -3.3806 -3.0739
H -1.8177 -2.7622 -2.4190
O 1.4656 3.0411 -1.6794
H 1.9806 2.6202 -0.9651
H 0.6841 3.4224 -1.2519
O -1.4765 2.3903 1.7863
H -1.8370 2.9897 1.1139
H -0.8763 1.7892 1.2989
O 3.1248 1.2423 0.1064
H 2.2705 0.9430 0.4358
H 3.5011 0.5189 -0.4163

Cartesian forces (eV/Å) of the 2 atoms listed first:
Na 0.1 -0.2 0.8
Na 0.5 -0.1 -1.4

How is the electron density shared among the atoms? According to Löwdin, the charges in e are:
1 Na 0.897
2 Na 0.808
3 Na 0.825
4 Na 0.768
5 Na 0.815
6 Na 0.792
7 C -0.868
8 O -0.073
9 O -0.170
10 O -0.081
11 O -0.004
12 H 0.100
13 H 0.038
14 O -0.028
15 H 0.026
16 H 0.060
17 O -0.028
18 H 0.094
19 H -0.022
20 O -0.011
21 H -0.017
22 H 0.079



Question: Which value of highest occupied orbital energy does entry 4 give?
Answer: -22.3 eV



Repeat the third record exactly.
ORCA calculation (ωB97M-V/def2-TZVPD) on an isolated molecule of C21H20F2N4O2 in a non-equilibrium geometry.

The value obtained for the energy is -1381.43366 a.u. For the orbital gap, the calculation gives 8.277 eV. As for the highest occupied orbital energy: -7.8 eV.

Cartesian coordinates (Å):
O -0.5763 -3.8948 2.3490
C -0.2640 -2.7791 2.0305
C 1.1386 -2.3951 2.0206
C 2.0754 -2.6877 2.9911
N 3.2747 -2.0195 2.7536
C 3.0637 -1.3065 1.6487
C 3.9650 -0.4285 0.9010
C 3.4366 0.2262 -0.2348
C 2.0545 -0.0006 -0.7100
N 1.5323 0.6737 -1.8289
C 2.4400 1.1634 -2.8950
C 1.6263 0.9563 -4.1444
C 0.2303 1.3189 -3.6588
C 0.1339 0.5840 -2.3111
C -0.9055 1.1482 -1.4534
C -0.6056 2.2226 -0.6309
C -1.5341 2.8034 0.2166
F -1.1423 3.8790 0.9420
C -2.8247 2.3079 0.2496
C -3.1734 1.2472 -0.6106
C -2.2321 0.6720 -1.4803
F -2.5602 -0.4034 -2.2767
C 1.2935 -0.9139 -0.0087
N 1.7836 -1.5413 1.1389
N -1.2243 -1.8218 1.6772
C -2.6486 -1.9874 2.0017
C -2.6114 -0.5415 2.5472
O -2.8204 -0.4574 3.9537
C -1.1570 -0.4253 2.1381
H 1.8592 -3.3401 3.8381
H 4.9803 -0.1777 1.2117
H 4.1003 0.9544 -0.6307
H 2.5943 2.2107 -2.7178
H 3.3782 0.6371 -2.9293
H 1.6500 -0.0989 -4.4513
H 1.9266 1.5658 -4.9734
H -0.5065 0.9425 -4.3936
H 0.1016 2.3927 -3.4945
H -0.0658 -0.4841 -2.4524
H 0.4128 2.6710 -0.6486
H -3.5829 2.7307 0.9053
H -4.2157 0.8596 -0.6356
H 0.3084 -1.1871 -0.3338
H -3.2950 -2.1329 1.1595
H -2.9406 -2.7755 2.7310
H -3.2465 0.1981 2.0058
H -3.7505 -0.6096 4.1763
H -0.9928 0.2788 1.3261
H -0.4838 -0.2343 2.9912

Cartesian forces (eV/Å) of the 2 atoms listed first:
O -0.5 -1.1 0.3
C -1.0 0.7 -0.6

How is the electron density shared among the atoms? According to Löwdin, the charges in e are:
1 O 0.103
2 C -0.414
3 C -0.142
4 C -0.046
5 N 0.097
6 C -0.284
7 C 0.038
8 C 0.005
9 C -0.177
10 N -0.059
11 C -0.151
12 C -0.163
13 C -0.110
14 C -0.258
15 C -0.145
16 C 0.042
17 C -0.269
18 F 0.065
19 C -0.020
20 C -0.006
21 C -0.181
22 F 0.051
23 C 0.028
24 N 0.055
25 N -0.012
26 C -0.059
27 C -0.322
28 O -0.022
29 C -0.068
30 H 0.122
31 H 0.109
32 H 0.085
33 H 0.115
34 H 0.115
35 H 0.128
36 H 0.108
37 H 0.132
38 H 0.128
39 H 0.153
40 H 0.153
41 H 0.124
42 H 0.134
43 H 0.116
44 H 0.104
45 H 0.135
46 H 0.127
47 H 0.099
48 H 0.090
49 H 0.147



Question: Number 1 is which compound?
Answer: C14H29ClInO4